[1]
Below is a 2-piece molecular cluster, C20H27BrCl2F4N4O4S overall at a distorted geometry, with properties calculated with ωB97M-V/def2-TZVPD.

Element x y z (Å)
C (0.3301, 2.4393, 3.6682)
C (0.8685, 2.4760, 2.2816)
N (0.0982, 2.0790, 1.0553)
C (-0.0507, 3.1778, 0.0365)
O (0.1419, 2.7502, -1.3722)
C (0.5828, 3.9820, -2.0896)
C (0.5405, 0.7540, 0.4563)
N (1.9475, 0.2617, 0.2835)
C (2.9568, 1.2924, -0.1008)
C (3.7088, 1.0313, -1.5588)
C (5.2990, 0.6196, -1.2429)
Br (3.8493, 2.7335, -2.6722)
C (2.4057, -0.7083, 1.3372)
Cl (2.1037, -0.6056, 3.1688)
C (3.1790, -1.9331, 0.8822)
C (3.7006, -3.0300, 2.0320)
Cl (3.5826, -2.3470, -0.8757)
N (-0.5226, -0.0676, 0.0526)
C (-1.9705, 0.4126, 0.2983)
C (-2.6499, 0.1759, 1.8017)
C (-4.2148, 0.7082, 1.9980)
C (-4.9267, 1.3828, 0.6856)
N (-4.3309, 1.6196, -0.6731)
C (-2.9199, 1.1275, -0.8281)
C (-0.3999, -1.4179, -0.6023)
F (0.5946, -1.4981, -1.7147)
C (-0.2559, -2.6829, 0.4827)
C (0.5219, -3.9927, -0.1744)
H (-0.7325, 2.0348, 3.9534)
H (0.9891, 2.9010, 4.5246)
H (1.9943, 2.8091, 2.1388)
H (0.6262, 4.0923, 0.3188)
H (-1.1763, 3.5697, 0.0926)
H (-0.2014, 4.8499, -2.0628)
H (0.8692, 3.7027, -3.2143)
H (1.6121, 4.3483, -1.6080)
H (3.8360, 1.2368, 0.7057)
H (2.6072, 2.4050, -0.1103)
H (3.2442, 0.1549, -2.1794)
H (5.8746, 1.5774, -0.8245)
H (5.2946, -0.1486, -0.3304)
H (5.8312, 0.1277, -2.1622)
H (2.8080, -3.7324, 2.3465)
H (4.2250, -2.4879, 2.9290)
H (4.5025, -3.7514, 1.5201)
H (-2.0257, -0.3473, 2.6736)
H (-4.7150, 0.5339, 3.0507)
H (-6.0607, 1.7281, 0.8328)
H (-2.4282, 1.2664, -1.9078)
H (-1.4463, -1.6335, -1.1392)
H (0.1669, -2.3506, 1.5214)
H (-1.3661, -3.0664, 0.6985)
H (1.6147, -4.1416, 0.2155)
H (0.4578, -4.0282, -1.3553)
H (-0.0860, -4.9520, 0.1942)
C (-5.1475, -1.7599, -2.9493)
F (-6.4213, -1.8266, -3.4544)
F (-4.3315, -2.2640, -3.9302)
F (-4.8492, -0.4233, -2.8676)
S (-4.9629, -2.6503, -1.3168)
O (-5.3183, -4.0497, -1.5899)
O (-5.8987, -1.9864, -0.3988)
O (-3.5559, -2.4775, -0.9308)

Cartesian forces (eV/Å) of the 2 atoms listed first:
1.27 0.38 -3.93
-0.51 0.08 4.05

HOMO in eV: -8.06
Orbital gap in eV: 5.9077
Calculated total energy in hartree: -5589.646255
E_LUMO in eV: -2.15

Mulliken atomic charge list, values in e, 8 entries:
1 C -0.697
2 C 0.175
3 N 0.783
4 C -0.806
5 O -0.101
6 C -0.698
7 C -1.423
8 N 1.096

[2]
Below is a 5-piece molecular cluster, C20H27BrN4O3 overall at a distorted geometry, with properties calculated with ωB97M-V/def2-TZVPD.

Element x y z (Å)
C (2.2962, 1.7873, 0.5908)
C (0.9245, 1.1486, 0.0693)
C (0.6229, -0.0835, 1.0196)
C (0.0397, -1.3286, 0.2743)
O (0.7799, -1.9269, -0.4860)
O (-1.2623, -1.7431, 0.5251)
C (-1.4550, -3.1221, 0.2536)
Br (-0.3921, -4.3295, 1.3961)
O (-0.0481, 2.2110, 0.1447)
C (-1.1684, 1.9736, -0.7198)
C (-2.3352, 1.3337, 0.1511)
C (-3.3373, 0.4850, -0.4937)
C (-4.3527, -0.1054, 0.3738)
C (-4.3309, 0.1694, 1.7980)
C (-3.3586, 1.0362, 2.4399)
C (-2.3303, 1.6345, 1.5692)
H (3.0716, 1.5228, -0.1645)
H (2.5416, 1.4716, 1.6320)
H (2.1430, 2.9004, 0.6377)
H (1.0862, 0.7714, -0.9747)
H (1.6199, -0.4265, 1.4098)
H (0.0026, 0.1701, 1.9124)
H (-2.5280, -3.3557, 0.4725)
H (-1.2959, -3.3681, -0.8257)
H (-1.5427, 2.9572, -1.1216)
H (-0.9402, 1.3348, -1.6097)
H (-3.2913, 0.3235, -1.5915)
H (-5.0984, -0.7787, -0.1007)
H (-5.0974, -0.3174, 2.4386)
H (-3.3253, 1.2496, 3.5286)
H (-1.5993, 2.2929, 2.0749)
C (2.8086, -2.7431, -2.8306)
C (2.8312, -2.0805, -4.1529)
N (2.8488, -1.5633, -5.1851)
H (3.6586, -2.4115, -2.2354)
H (1.8872, -2.4921, -2.3049)
H (2.8633, -3.8243, -2.9570)
C (-1.9676, -0.8868, 5.9405)
C (-1.3366, 0.1684, 5.1192)
N (-0.8454, 0.9918, 4.4784)
H (-3.0447, -0.8903, 5.7743)
H (-1.5621, -1.8603, 5.6672)
H (-1.7705, -0.7020, 6.9959)
C (5.0740, -3.5622, -6.7418)
C (5.9640, -4.5430, -6.0820)
N (6.6575, -5.3082, -5.5676)
H (5.6586, -2.7202, -7.1106)
H (4.5604, -4.0326, -7.5797)
H (4.3337, -3.1957, -6.0315)
C (-0.8449, 6.4482, 1.4640)
C (-0.6420, 5.0114, 1.1666)
N (-0.4831, 3.8851, 0.9335)
H (-1.7183, 6.8173, 0.9271)
H (-1.0001, 6.5861, 2.5336)
H (0.0303, 7.0194, 1.1548)

Cartesian forces (eV/Å) of the 2 atoms listed first:
-1.12 0.51 -0.47
1.03 -0.10 1.01

HOMO in eV: -8.69
SMILES: C[C@@H](CC(=O)OCBr)OCc1ccccc1.CC#N.CC#N.CC#N.CC#N
Orbital gap in eV: 9.1462
Calculated total energy in hartree: -3796.877172
E_LUMO in eV: 0.46

Mulliken atomic charge list, values in e, 8 entries:
1 C -1.415
2 C 0.448
3 C -0.402
4 C 0.288
5 O -0.617
6 O -0.124
7 C -0.375
8 Br -0.186

[3]
Below is a 2-piece molecular cluster, C20H27ClN5 overall at a distorted geometry, with properties calculated with ωB97M-V/def2-TZVPD.

Element x y z (Å)
C (6.0762, 2.1219, -0.8760)
C (4.6778, 1.9664, -1.5518)
C (4.4716, 0.8134, -2.4431)
C (3.1942, 0.5482, -3.0974)
C (2.0987, 1.4724, -2.8452)
C (2.2935, 2.6326, -1.9491)
C (1.0166, 3.5244, -1.7216)
N (-0.0116, 2.6154, -1.0945)
C (0.2684, 2.2512, 0.3018)
N (0.6966, 0.8160, 0.3557)
C (-1.0028, 2.2018, -1.8591)
N (-1.2483, 2.5175, -3.2097)
C (-2.3580, 1.8633, -3.6834)
N (-2.7767, 1.1430, -2.5687)
N (-2.0331, 1.3320, -1.4782)
C (-2.4125, 0.6058, -0.2572)
C (-4.0045, 0.4199, -0.0785)
C (-4.2430, 0.2284, 1.4700)
Cl (-3.3960, -1.3150, 1.9568)
C (3.5704, 2.9128, -1.2883)
H (6.4836, 3.1432, -1.0719)
H (6.7395, 1.3018, -1.2690)
H (5.9706, 1.9005, 0.2254)
H (5.3148, 0.0968, -2.6145)
H (2.9871, -0.3303, -3.7538)
H (1.0946, 1.3080, -3.3093)
H (1.2371, 4.3510, -0.9858)
H (0.6462, 4.0231, -2.6458)
H (1.1603, 2.8275, 0.6791)
H (-0.5670, 2.4725, 1.0170)
H (0.3220, 0.4388, 1.2290)
H (0.3581, 0.2972, -0.4527)
H (-2.8154, 1.8642, -4.6932)
H (-3.5968, 0.5687, -2.7515)
H (-2.0059, -0.4437, -0.3389)
H (-2.0610, 1.0475, 0.7003)
H (-4.4461, 1.3881, -0.4595)
H (-4.3082, -0.4676, -0.6848)
H (-5.3429, 0.1599, 1.6618)
H (-3.7463, 1.0688, 2.0100)
H (3.7000, 3.7918, -0.6049)
C (-1.1867, -4.8719, 2.3153)
C (-0.4714, -5.9914, 2.7220)
C (-0.2807, -6.2405, 4.0755)
C (-0.8139, -5.3748, 5.0232)
C (-1.5324, -4.2574, 4.6166)
C (-1.7152, -4.0035, 3.2629)
H (-1.3327, -4.6760, 1.2589)
H (-0.0613, -6.6702, 1.9832)
H (0.2827, -7.1100, 4.3924)
H (-0.6693, -5.5718, 6.0788)
H (-1.9496, -3.5831, 5.3558)
H (-2.2712, -3.1286, 2.9460)

Cartesian forces (eV/Å) of the 2 atoms listed first:
-0.92 -0.77 -0.09
-1.25 -0.47 -0.72

Charge: +1
HOMO in eV: -11.02
Orbital gap in eV: 7.9869
Calculated total energy in hartree: -1511.934386
E_LUMO in eV: -3.04

Mulliken atomic charge list, values in e, 8 entries:
1 C -1.136
2 C 0.816
3 C -0.618
4 C -0.769
5 C -0.433
6 C 0.994
7 C -1.201
8 N 0.044